No. 1
{
  "formula": "C6H9N",
  "method": "ωB97M-V/def2-TZVPD",
  "smiles": "C/C=C\\C#N.C=C",
  "e_lumo_ev": 0.7,
  "energy_ha": -288.7128,
  "multiplicity": 1,
  "homo_lumo_gap_ev": 10.80,
  "symbols": ["C", "C", "C", "C", "C", "C", "N", "H", "H", "H", "H", "H", "H", "H", "H", "H"],
  "coordinates": [[-0.891, -1.445, 0.518], [0.208, -1.752, -0.447], [-0.555, 1.903, -0.897], [-0.608, 2.249, 0.385], [1.450, -1.258, -0.411], [1.880, -0.333, 0.601], [2.225, 0.418, 1.413], [-0.571, -0.741, 1.290], [-1.746, -1.007, -0.010], [-1.240, -2.367, 0.997], [-0.027, -2.443, -1.255], [0.349, 1.485, -1.335], [0.249, 2.122, 1.043], [-1.406, 2.030, -1.562], [-1.509, 2.672, 0.823], [2.192, -1.534, -1.154]],
  "atomic_forces_ev_per_a": [[0.03, 0.03, 0.05], [0.15, 0.06, 0.00], [0.00, 0.06, 0.15], [0.02, -0.02, -0.15], [-0.18, -0.10, -0.04], [0.27, 0.64, 0.72], [-0.31, -0.75, -0.80], [-0.04, -0.11, -0.11], [0.12, -0.07, 0.06], [0.05, 0.12, -0.08], [0.05, 0.10, 0.10], [-0.12, 0.07, 0.09], [-0.14, 0.02, -0.12], [0.11, -0.01, 0.11], [0.11, -0.06, -0.09], [-0.11, 0.03, 0.11]],
  "lowdin_charge": [-0.09, -0.14, -0.09, -0.08, -0.12, -0.24, 0.15, 0.07, 0.08, 0.08, 0.11, 0.04, 0.03, 0.05, 0.05, 0.10]
}

No. 2
{
  "formula": "C5H7NO",
  "method": "ωB97M-V/def2-TZVPD",
  "e_lumo_ev": 0.5,
  "energy_ha": -324.5407,
  "multiplicity": 1,
  "homo_lumo_gap_ev": 8.99,
  "symbols": ["O", "C", "C", "C", "C", "C", "N", "H", "H", "H", "H", "H", "H", "H"],
  "coordinates": [[-1.527, -1.194, 1.006], [-0.916, -1.616, 0.050], [0.279, -1.000, -0.618], [0.178, 0.339, -1.296], [-0.448, 1.291, -0.255], [0.482, 0.869, 0.882], [1.253, -0.207, 0.163], [-1.276, -2.515, -0.493], [0.816, -1.759, -1.191], [1.795, 0.271, -0.587], [-1.512, 1.114, -0.065], [-0.308, 2.331, -0.558], [-0.003, 0.438, 1.759], [1.189, 1.637, 1.203]],
  "atomic_forces_ev_per_a": [[0.35, -0.23, -0.38], [-0.22, 0.20, 0.28], [0.02, -0.01, -0.14], [-0.49, 0.01, -0.11], [-0.05, 0.05, -0.02], [0.01, 0.13, 0.09], [0.02, -0.09, 0.10], [0.02, 0.09, 0.09], [-0.17, 0.18, -0.04], [0.55, -0.18, 0.44], [0.07, 0.00, -0.01], [-0.10, -0.18, 0.04], [0.11, 0.11, -0.22], [-0.13, -0.08, -0.12]],
  "lowdin_charge": [0.05, -0.20, -0.34, 0.05, -0.20, -0.17, 0.02, 0.13, 0.13, 0.11, 0.10, 0.09, 0.11, 0.12]
}

No. 3
{
  "formula": "C4H7F",
  "method": "ωB97M-V/def2-TZVPD",
  "smiles": "C=C(F)CC",
  "e_lumo_ev": 1.0,
  "energy_ha": -256.3138,
  "multiplicity": 1,
  "homo_lumo_gap_ev": 9.82,
  "symbols": ["C", "C", "C", "C", "H", "H", "H", "H", "H", "H", "H", "F"],
  "coordinates": [[0.106, -1.464, -1.156], [-0.861, -0.291, -0.883], [-0.129, 0.326, 0.378], [1.060, 0.041, 1.007], [-0.361, -2.305, -0.268], [1.358, -1.428, -0.925], [-0.035, -1.725, -2.334], [-1.927, -0.725, -0.757], [-0.556, 0.671, -1.580], [1.299, 0.782, 1.820], [1.714, -0.737, 0.844], [-0.283, 1.534, 0.792]],
  "atomic_forces_ev_per_a": [[0.41, -3.14, -0.15], [3.29, 2.68, 1.17], [3.83, -2.91, 0.52], [-1.98, 0.42, 0.28], [1.72, 1.78, -3.27], [-4.07, 0.46, -0.87], [0.32, -0.22, 3.10], [1.74, 1.53, -0.40], [-1.87, -2.57, 0.90], [0.11, -1.04, -1.14], [0.97, -1.77, -0.09], [-4.47, 4.78, -0.04]],
  "lowdin_charge": [-0.20, -0.21, -0.40, 0.04, 0.15, 0.12, 0.10, 0.13, 0.16, 0.09, 0.00, 0.02]
}

Sequential relative energy (zero: lowest compared OMol25 entry of this formula, charge and spin) output: 43.4 115.3 81.6 kcal/mol